Entry i
A cluster of 4 separate species, C2H13N3O3 in total. Source: OMol25; level of theory: ωB97M-V with the def2-TZVPD basis set.

Properties
HOMO-LUMO gap: 10.2240 eV
SMILES string: [H]/N=C(\N)NC.O.O.O
HOMO level: -9.7 eV
LUMO: 0.49 eV

```
! wB97M-V def2-TZVPD RIJCOSX def2/J DEFGRID3
* xyz 0 1
H 0.43923 3.12417 -1.78221
N 0.49648 2.11568 -1.91998
C 0.75159 1.63127 -0.78775
N 0.81571 2.39910 0.42320
N 0.73756 0.22227 -0.49820
C 0.42801 -0.56684 -1.73615
H 1.66283 2.30016 0.95935
H 0.05775 2.05046 1.00175
H 1.67641 -0.07422 -0.23679
H -0.60965 -0.32057 -1.93016
H 1.06381 -0.32906 -2.58972
H 0.49853 -1.64116 -1.56368
O -1.74610 0.28103 1.15913
H -2.43319 0.66628 0.63763
H -1.03586 0.15521 0.52524
O 0.42291 -0.77263 2.61259
H -0.52336 -0.64711 2.63221
H 0.57728 -0.44120 3.52713
O -1.01554 -3.36912 -0.57174
H -0.59060 -3.86667 0.15982
H -1.67382 -2.91704 -0.02167
*
```

Want to see where the charge sits? The Mulliken charges in e are: H 0.322; N -0.621; C 0.543; N -0.697; N -0.436; C -0.873; H 0.259; H 0.321; H 0.240; H 0.267; H 0.365; H 0.339; O -0.676; H 0.286; H 0.361; O -0.603; H 0.308; H 0.298; O -0.630; H 0.318; H 0.310

***

Entry ii
A cluster of 4 separate species, C2H13N3O3 in total. Source: OMol25; level of theory: ωB97M-V with the def2-TZVPD basis set.

Properties
HOMO-LUMO gap: 9.3538 eV
SMILES string: [H]/N=C(\N)NC.O.O.O
HOMO level: -9.2 eV
LUMO: 0.17 eV

```
! wB97M-V def2-TZVPD RIJCOSX def2/J DEFGRID3
* xyz 0 1
H 1.28286 2.40472 -1.05768
N 0.92215 2.10995 -0.16114
C -0.12116 1.34612 -0.21805
N -0.42793 0.79230 -1.47911
N -0.96118 0.95463 0.77125
C -1.44367 1.78050 1.82435
H -1.20464 0.24450 -1.75877
H 0.08800 1.27229 -2.23374
H -1.69636 0.27424 0.56609
H -0.61412 2.46425 2.23480
H -2.39118 2.20343 1.40888
H -1.91487 1.18765 2.64717
O 2.01659 -1.53982 -0.10207
H 1.80353 -0.61516 -0.02688
H 2.00741 -2.04884 0.70400
O 1.14917 -1.99649 -2.62530
H 1.64656 -2.06048 -1.73961
H 0.61750 -1.21246 -2.48640
O 0.06177 -2.57369 1.52091
H -0.91993 -2.52533 1.64519
H 0.09948 -2.46233 0.56612
*
```

Want to see where the charge sits? The Mulliken charges in e are: H 0.180; N -0.767; C 0.612; N -0.459; N -0.142; C -0.893; H 0.181; H 0.181; H 0.211; H 0.327; H 0.313; H 0.260; O -0.705; H 0.332; H 0.327; O -0.693; H 0.424; H 0.308; O -0.624; H 0.288; H 0.339

***

Entry iii
A structure of composition C2H13N3O3. Source: OMol25; level of theory: ωB97M-V with the def2-TZVPD basis set.

Properties
HOMO-LUMO gap: 10.3490 eV
HOMO level: -9.6 eV
LUMO: 0.74 eV

```
! wB97M-V def2-TZVPD RIJCOSX def2/J DEFGRID3
* xyz 0 1
H 0.34324 0.44244 1.06428
O 1.27226 1.06939 1.55522
N -0.65142 0.16065 0.30975
H 1.23339 1.54559 2.37536
H -1.48011 0.75860 0.26260
C -0.37650 -0.71310 -0.62694
N -1.38071 -0.84940 -1.67003
H -1.25599 -1.43301 -2.47339
N 0.70367 -1.52872 -0.62508
H 0.69178 -2.18644 -1.32609
H 1.29904 -1.62514 0.21673
C -2.74657 -0.71038 -1.21078
H -3.20000 -1.30773 -0.32244
H -2.94184 0.34657 -1.18139
H -3.36156 -1.03527 -1.98422
O 2.39769 -1.08057 1.14751
H 3.17272 -1.30440 1.62087
H 2.00263 -0.07340 1.27015
O 0.09075 3.01287 0.34342
H 0.58347 2.23280 0.65329
H 0.86538 3.68897 0.37897
*
```

Want to see where the charge sits? The Mulliken charges in e are: H 0.444; O -0.913; N -0.453; H 0.241; H 0.176; C 0.550; N -0.220; H 0.259; N -0.362; H 0.128; H 0.288; C -1.081; H 0.253; H 0.368; H 0.404; O -0.759; H 0.257; H 0.392; O -0.693; H 0.406; H 0.315

***

What should be chosen as the least stable of them? Choose entry iii.

***

Entry i
A structure of composition CH2N2O3. Source: OMol25; level of theory: ωB97M-V with the def2-TZVPD basis set.

Properties
HOMO-LUMO gap (alpha / beta): 7.6936 / 9.1311 eV
HOMO level (alpha / beta): -9.3 / -10.4 eV
LUMO (alpha / beta): -1.63 / -1.22 eV

```
! wB97M-V def2-TZVPD RIJCOSX def2/J DEFGRID3
* xyz 0 1
C -1.55190 -0.42401 -0.09203
N 0.13141 0.59072 -0.23725
N 1.31839 -0.20966 0.34212
O 0.22656 1.78651 -0.14794
O 1.23502 -1.37320 0.20793
O 2.23225 0.50130 0.68924
H -2.32288 0.33998 0.02375
H -1.26884 -1.21164 -0.78583
*
```

Want to see where the charge sits? The Mulliken charges in e are: C -0.408; N 0.122; N 1.045; O -0.405; O -0.532; O -0.516; H 0.352; H 0.343

***

Entry ii
A cluster of 2 separate species, CH2N2O3 in total. Source: OMol25; level of theory: ωB97M-V with the def2-TZVPD basis set.

Properties
HOMO-LUMO gap (alpha / beta): 7.3741 / 8.3380 eV
HOMO level (alpha / beta): -9.6 / -9.5 eV
LUMO (alpha / beta): -2.25 / -1.20 eV

```
! wB97M-V def2-TZVPD RIJCOSX def2/J DEFGRID3
* xyz 0 1
C 0.80170 -0.25195 0.15498
N 1.25036 0.89118 0.60116
N 0.71162 -0.65470 -1.86556
O 2.09300 1.68819 0.23177
O 1.87023 -0.90741 -2.16632
O -0.29369 -0.59285 -2.51162
H -0.30860 -0.50737 0.46352
H 1.47971 -1.01338 -0.00094
*
```

Want to see where the charge sits? The Mulliken charges in e are: C -0.139; N 0.111; N 0.620; O -0.312; O -0.418; O -0.435; H 0.277; H 0.297

***

Entry iii
The molecule CH2N2O3. Source: OMol25; level of theory: ωB97M-V with the def2-TZVPD basis set.

Properties
HOMO-LUMO gap (alpha / beta): 9.2429 / 9.5794 eV
HOMO level (alpha / beta): -10.4 / -10.4 eV
LUMO (alpha / beta): -1.17 / -0.86 eV

```
! wB97M-V def2-TZVPD RIJCOSX def2/J DEFGRID3
* xyz 0 1
C -0.10249 -0.86166 -0.38610
N 0.58233 1.53355 0.67191
N -0.29242 0.38563 -1.09006
O 0.97690 -1.07264 0.08788
O 0.21262 1.41265 -0.51501
O -1.15086 -1.77005 -0.12902
H 0.71025 2.53036 0.65028
H -0.93632 -2.15785 0.71012
*
```

Want to see where the charge sits? The Mulliken charges in e are: C 0.664; N -0.341; N -0.185; O -0.446; O 0.139; O -0.457; H 0.277; H 0.350

***

Entry iv
A cluster of 2 separate species, CH2N2O3 in total. Source: OMol25; level of theory: ωB97M-V with the def2-TZVPD basis set.

Properties
HOMO-LUMO gap (alpha / beta): 8.1405 / 7.5613 eV
HOMO level (alpha / beta): -9.5 / -9.2 eV
LUMO (alpha / beta): -1.35 / -1.62 eV

```
! wB97M-V def2-TZVPD RIJCOSX def2/J DEFGRID3
* xyz 0 1
C -0.51141 -0.67522 0.40571
N 1.64071 0.49859 0.83984
N -0.67705 0.19732 -0.58587
O 0.27954 0.24760 -1.42015
O 1.81921 0.81194 -0.22880
O -1.62442 0.97611 -0.61464
H 0.19846 -1.47632 0.32063
H -1.12503 -0.58002 1.28327
*
```

Want to see where the charge sits? The Mulliken charges in e are: C -0.604; N 0.237; N 0.761; O -0.506; O 0.015; O -0.630; H 0.392; H 0.335

***

What should be chosen as the least stable of them? Choose entry i.

***

Entry i
A cluster of 2 separate species, C4H9NO2 in total. Source: OMol25; level of theory: ωB97M-V with the def2-TZVPD basis set.

Properties
HOMO-LUMO gap: 10.0527 eV
SMILES string: C=C=NO.CCO
HOMO level: -9.2 eV
LUMO: 0.80 eV

```
! wB97M-V def2-TZVPD RIJCOSX def2/J DEFGRID3
* xyz 0 1
C -1.72870 -1.30779 -0.59068
C -1.35945 -0.73269 0.51613
N -1.58124 -0.18098 1.61608
O -0.81643 -0.59247 2.70972
H -1.43775 -0.86032 -1.52963
H -2.44961 -2.10854 -0.62678
H -1.18215 -0.10634 3.46166
C 1.69829 0.24672 0.08787
C 1.02028 0.53361 -1.23517
O -0.28157 1.43145 -1.12782
H 2.72061 -0.09940 -0.06303
H 1.72480 1.15064 0.69499
H 1.18966 -0.57874 0.58156
H 1.64995 1.22164 -1.81095
H 0.90742 -0.33759 -1.87972
H -0.07411 2.32079 -0.80422
*
```

Want to see where the charge sits? The Mulliken charges in e are: C -0.678; C 0.449; N -0.350; O -0.335; H 0.268; H 0.287; H 0.361; C -0.814; C -0.407; O -0.529; H 0.344; H 0.262; H 0.206; H 0.365; H 0.304; H 0.267

***

Entry ii
A cluster of 2 separate species, C4H9NO2 in total. Source: OMol25; level of theory: ωB97M-V with the def2-TZVPD basis set.

Properties
HOMO-LUMO gap: 8.9862 eV
HOMO level: -9.5 eV
LUMO: -0.54 eV

```
! wB97M-V def2-TZVPD RIJCOSX def2/J DEFGRID3
* xyz 0 1
N -1.64969 -0.05546 1.22837
C -0.86091 1.04577 1.27547
O -0.80718 1.80894 2.22643
C -0.04928 1.23132 -0.01006
C 1.37690 -0.50066 -0.32696
C 0.67664 -1.18951 -1.40428
O -0.63448 -1.06307 -1.30219
H -2.23780 -0.27627 2.01514
H -1.58358 -0.68367 0.43502
H -0.48520 2.07568 -0.56775
H 0.91185 1.65725 0.31551
H 2.43885 -0.27078 -0.43323
H 1.04160 -0.78116 0.66763
H 1.12414 -1.13810 -2.41227
H 1.17690 -2.11837 -0.91983
H -0.43876 0.25809 -0.78700
*
```

Want to see where the charge sits? The Mulliken charges in e are: N -0.313; C 0.611; O -0.642; C -0.946; C -0.706; C -0.037; O -0.744; H 0.197; H 0.265; H 0.371; H 0.286; H 0.400; H 0.332; H 0.338; H 0.196; H 0.393

***

What should be chosen as the least stable of them? Choose entry i.

***

Entry i
A cluster of 2 separate species, C4H9NO2 in total. Source: OMol25; level of theory: ωB97M-V with the def2-TZVPD basis set.

Properties
HOMO-LUMO gap: 10.6002 eV
SMILES string: CON=C=O.CC
HOMO level: -10.1 eV
LUMO: 0.46 eV

```
! wB97M-V def2-TZVPD RIJCOSX def2/J DEFGRID3
* xyz 0 1
C 3.36842 -0.40387 -1.18886
O 2.40390 0.63344 -1.08260
N 1.26997 0.10915 -0.44432
C 0.94683 0.59372 0.64591
O 0.49276 0.94233 1.66387
H 4.17701 0.02845 -1.77983
H 3.74389 -0.69578 -0.20116
H 2.94653 -1.27819 -1.69686
C -2.71293 0.67804 0.73169
C -2.12415 -0.65787 0.28688
H -3.24418 1.17069 -0.09026
H -3.42526 0.54202 1.55317
H -1.93234 1.36248 1.08120
H -1.56785 -1.13510 1.10279
H -2.90849 -1.35662 -0.02564
H -1.43411 -0.53287 -0.55599
*
```

Want to see where the charge sits? The Mulliken charges in e are: C -0.472; O -0.196; N -0.383; C 0.711; O -0.396; H 0.234; H 0.251; H 0.256; C -0.733; C -0.841; H 0.263; H 0.265; H 0.224; H 0.243; H 0.334; H 0.241

***

Entry ii
A cluster of 2 separate species, C4H9NO2 in total. Source: OMol25; level of theory: ωB97M-V with the def2-TZVPD basis set.

Properties
HOMO-LUMO gap: 10.6478 eV
SMILES string: O=C=O.CCNC
HOMO level: -9.8 eV
LUMO: 0.85 eV

```
! wB97M-V def2-TZVPD RIJCOSX def2/J DEFGRID3
* xyz 0 1
O -0.07560 -2.26811 -0.23422
C -0.77073 -1.75292 0.57417
O -1.58079 -1.75204 1.44172
C 0.42484 0.18906 -2.01301
C 0.78801 0.43347 -0.54314
N -0.33182 0.20189 0.38633
C -0.26620 0.63684 1.79578
H -0.37306 0.85377 -2.36883
H 1.31046 0.39859 -2.62299
H 0.12967 -0.84725 -2.20223
H 1.59854 -0.25204 -0.26858
H 1.15802 1.46034 -0.42615
H -1.19656 0.55094 -0.01360
H -1.18401 0.26892 2.25924
H 0.57184 0.15511 2.31344
H -0.20261 1.72342 1.92206
*
```

Want to see where the charge sits? The Mulliken charges in e are: O -0.481; C 0.775; O -0.511; C -1.132; C -0.361; N -0.279; C -0.932; H 0.322; H 0.340; H 0.310; H 0.281; H 0.378; H 0.287; H 0.346; H 0.327; H 0.331

***

What should be chosen as the least stable of them? Choose entry i.

***

Entry i
The molecule C4H9NO2. Source: OMol25; level of theory: ωB97M-V with the def2-TZVPD basis set.

Properties
HOMO-LUMO gap: 10.6631 eV
SMILES string: COCCNC=O
HOMO level: -9.8 eV
LUMO: 0.89 eV

```
! wB97M-V def2-TZVPD RIJCOSX def2/J DEFGRID3
* xyz 0 1
C 0.65825 -0.34442 2.03409
O 0.78935 -0.97405 0.78039
C -0.44964 -1.17031 0.12366
C -0.37181 -0.56160 -1.28318
N 0.35070 0.69411 -1.27794
C -0.26228 1.90614 -1.29632
O -1.45810 2.08952 -1.41817
H 0.09341 0.59805 1.95974
H 0.14983 -0.99834 2.75838
H 1.66606 -0.12683 2.39806
H -1.26435 -0.69930 0.68983
H -0.66294 -2.24780 0.06658
H -1.37432 -0.36646 -1.67629
H 0.13386 -1.25411 -1.96481
H 1.32030 0.64845 -0.99840
H 0.46533 2.73564 -1.19793
*
```

Want to see where the charge sits? The Mulliken charges in e are: C -0.691; O -0.367; C -0.499; C -0.548; N -0.141; C 0.026; O -0.566; H 0.316; H 0.299; H 0.240; H 0.371; H 0.338; H 0.313; H 0.301; H 0.267; H 0.340

***

Entry ii
A cluster of 2 separate species, C4H9NO2 in total. Source: OMol25; level of theory: ωB97M-V with the def2-TZVPD basis set.

Properties
HOMO-LUMO gap: 9.7387 eV
SMILES string: NCC=O.C=CO
HOMO level: -8.9 eV
LUMO: 0.87 eV

```
! wB97M-V def2-TZVPD RIJCOSX def2/J DEFGRID3
* xyz 0 1
N 1.29709 -0.44168 1.36259
C 2.14420 -0.80092 0.21700
C 1.83586 0.19826 -0.87874
O 2.46952 1.19596 -1.08112
H 1.46590 -1.11983 2.09431
H 1.60197 0.44862 1.73406
H 1.85012 -1.79647 -0.11414
H 3.22587 -0.77901 0.39381
H 0.92288 -0.03125 -1.47554
C -1.77850 -0.03424 0.36692
C -2.57014 0.75080 -0.35052
O -3.30432 0.25902 -1.40031
H -1.12657 0.43140 1.08445
H -1.69229 -1.08512 0.13266
H -2.69401 1.81167 -0.16321
H -3.64760 0.99279 -1.92222
*
```

Want to see where the charge sits? The Mulliken charges in e are: N -0.511; C -0.485; C 0.088; O -0.461; H 0.225; H 0.229; H 0.298; H 0.330; H 0.295; C -0.841; C 0.179; O -0.491; H 0.255; H 0.263; H 0.292; H 0.337

***

What should be chosen as the least stable of them? Choose entry ii.